No. 1
C8H16N3 | ωB97M-V with the def2-TZVPD basis set

Its energy above the lowest of the compared OMol25 structures with the same formula, charge and spin is 173.54 kcal/mol. The calculation puts the orbital gap (spin up / spin down) at 7.34 / 7.31 eV. The LUMO energy (spin up / spin down) is -5.0 / -4.9 eV. Its HOMO energy (spin up / spin down) is -12.4 / -12.2 eV. The maximum force is 4.18 eV/A. For the electronic energy, the calculation gives -478.17859 hartree.

```
! RIJCOSX wB97M-V def2-TZVPD def2/J DEFGRID3
* xyz 1 1
C 1.2986 0.3296 0.5285
C 1.5900 -0.7576 -0.1555
C -0.9803 -0.9663 1.0073
C 3.0202 -0.9859 -0.6941
C -2.1748 -0.4376 1.1904
C 1.4322 2.7916 -0.1020
C -1.1029 -3.0250 -0.0548
C 1.3261 1.5725 0.9283
N 0.7281 -1.7932 -0.3398
N -0.4442 -1.7607 0.1451
N -2.2801 1.7474 -0.7152
H 3.7187 -0.0901 -0.3703
H 3.5360 -1.9224 -0.2417
H 3.0408 -1.0694 -1.7887
H -3.0299 -0.9284 0.6925
H -2.4333 -0.0805 2.2231
H -2.2322 0.4328 0.2914
H 0.5475 2.7765 -0.7600
H 1.5050 3.8038 0.3440
H 2.2611 2.7034 -0.7802
H -2.0435 -2.9649 0.4781
H -1.4569 -3.1228 -1.0418
H -0.2893 -3.8490 -0.0887
H 1.1263 1.6683 1.9684
H -1.5002 2.3538 -0.4261
H -3.1991 2.3454 -0.6950
H -1.9638 1.2287 -1.5434
*
```



No. 2
C8H16N3 | ωB97M-V with the def2-TZVPD basis set

Its energy above the lowest of the compared OMol25 structures with the same formula, charge and spin is 99.78 kcal/mol. The calculation puts the orbital gap at 10.01 eV. The LUMO energy is -2.7 eV. Its HOMO energy is -12.7 eV. The maximum force is 4.94 eV/A. For the electronic energy, the calculation gives -478.29613 hartree.

```
! RIJCOSX wB97M-V def2-TZVPD def2/J DEFGRID3
* xyz 1 1
C 0.1635 2.9617 0.5649
C 0.1024 1.9413 -0.5799
N 0.3446 2.1053 -1.8171
N 0.2576 0.9465 -2.4923
C 0.1471 -0.1909 -1.6538
C 0.1025 -1.4160 -2.4843
C -0.1123 0.1357 -0.3581
N -0.2394 -0.6747 0.8700
C 0.1354 -2.1083 0.7705
C -1.6455 -0.3485 1.3558
C 0.7362 -0.2218 1.8932
H -0.8971 3.2406 0.6752
H 0.6889 2.6367 1.5567
H 0.7233 3.8772 0.2946
H 0.5774 0.6877 -3.4185
H -0.5706 -1.3135 -3.4057
H 1.1428 -1.3148 -2.8176
H -0.0122 -2.3167 -1.8475
H 0.4878 -2.5130 1.7183
H -0.6453 -2.7652 0.2521
H 1.1224 -2.1467 0.0944
H -1.9593 -1.3680 1.7453
H -1.3431 0.4309 2.1315
H -2.2547 0.1627 0.5562
H 1.8151 -0.4177 1.4620
H 0.5052 0.8570 2.1496
H 0.6275 -0.8677 2.7843
*
```



No. 3
C8H16N3O3Tl | ωB97M-V with the def2-TZVPD basis set

The calculation puts the orbital gap at 8.55 eV. The LUMO energy is 0.6 eV. Its HOMO energy is -7.9 eV. The maximum force is 0.28 eV/A. For the electronic energy, the calculation gives -876.81772 hartree.

```
! RIJCOSX wB97M-V def2-TZVPD def2/J DEFGRID3
* xyz 0 1
Tl -0.2292 1.1898 0.9800
C 0.8797 -4.2200 -0.5626
C 0.3968 -2.8059 -0.6785
N 0.9420 -1.9360 -1.4362
O 2.0682 -2.4725 -2.0823
C -0.7485 -2.3610 0.1460
C -1.9126 -3.2726 0.3971
N -0.6856 -1.1780 0.6388
O -1.6663 -0.7149 1.4081
H 1.0998 -4.6412 -1.5419
H 0.1450 -4.8400 -0.0530
H 1.8118 -4.2448 0.0086
H 2.3381 -1.7510 -2.6582
H -1.7045 -4.0144 1.1736
H -2.1833 -3.8182 -0.5085
H -2.7543 -2.6685 0.7301
C 0.2813 -3.1437 3.4345
N 0.9271 -1.8601 3.2273
C 2.1495 -1.8149 2.4392
C 0.3508 -0.7079 3.6036
C -0.8910 -0.7852 4.4415
O 0.8285 0.3866 3.2689
H 0.6803 -3.8513 2.7098
H -0.7913 -3.0634 3.2602
H 0.4574 -3.5380 4.4384
H 2.7060 -2.7367 2.6063
H 2.7506 -0.9667 2.7523
H 1.9280 -1.7113 1.3732
H -0.8135 -1.5331 5.2315
H -1.7375 -1.0437 3.8017
H -1.0608 0.1931 4.8823
*
```



No. 4
C8H16NO | ωB97M-V with the def2-TZVPD basis set

Its energy above the lowest of the compared OMol25 structures with the same formula, charge and spin is 100.64 kcal/mol. The calculation puts the orbital gap (spin up / spin down) at 7.68 / 7.67 eV. The LUMO energy (spin up / spin down) is -4.4 / -4.4 eV. Its HOMO energy (spin up / spin down) is -12.0 / -12.0 eV. The maximum force is 6.54 eV/A. For the electronic energy, the calculation gives -444.02457 hartree.

```
! RIJCOSX wB97M-V def2-TZVPD def2/J DEFGRID3
* xyz 1 1
C 0.3356 -1.5069 -0.3831
C -0.3561 -1.1182 0.7241
C 1.6185 -0.0522 -2.0394
C -1.3249 -2.0607 1.3776
C 2.7259 -0.3490 -3.0009
C 0.9843 1.2859 -1.8921
C -1.9965 1.9828 2.0082
C -1.2498 0.7335 2.4184
N -0.3989 0.0884 1.3671
O 1.2737 -1.0155 -1.2953
H 0.3327 -2.5907 -0.7249
H -2.2820 -1.5823 1.5204
H -0.9334 -2.5532 2.1534
H -1.5479 -2.9885 0.7069
H 2.6213 -1.5140 -3.3372
H 3.6130 -0.3174 -2.5133
H 2.5398 0.2295 -3.9999
H 1.6660 2.1192 -1.7509
H 0.0449 1.3678 -1.2529
H 0.7463 1.5407 -2.9203
H -1.2014 2.7425 1.9655
H -2.4081 1.7785 1.0833
H -2.7955 2.3148 2.5535
H -1.9463 -0.1000 2.7126
H -0.4202 0.8198 3.1884
H 0.3589 0.7451 1.3307
*
```



No. 5
C8H16NO | ωB97M-V with the def2-TZVPD basis set

Its energy above the lowest of the compared OMol25 structures with the same formula, charge and spin is 76.78 kcal/mol. The calculation puts the orbital gap at 8.85 eV. The LUMO energy is -3.5 eV. Its HOMO energy is -12.4 eV. The maximum force is 4.21 eV/A. For the electronic energy, the calculation gives -444.06260 hartree.

```
! RIJCOSX wB97M-V def2-TZVPD def2/J DEFGRID3
* xyz 1 1
C 1.8135 -1.0256 0.3291
C 1.1382 -0.1618 1.1126
C 1.7986 1.0189 1.7815
C -0.3075 -0.3530 1.3965
C -0.5962 -0.5286 2.8729
C -1.3083 -0.4410 0.5341
O -1.3529 -0.5811 -0.8679
C -0.5266 0.0441 -1.7059
C -0.4154 -0.7721 -3.0745
N -1.1694 1.4061 -1.9407
H 1.3341 -1.9037 -0.0036
H 2.8845 -0.9520 0.2256
H 2.0353 0.5671 2.7396
H 1.2010 1.8715 1.9560
H 2.7929 1.3535 1.3454
H 0.1683 -0.6489 3.6205
H -1.3786 -1.1776 3.0565
H -1.0638 0.4083 3.1861
H -2.2297 -0.7212 0.9984
H 0.3296 0.3529 -1.2339
H 0.1945 -1.6498 -2.8175
H 0.2173 -0.1175 -3.7355
H -1.2950 -1.0887 -3.5708
H -0.5697 2.2211 -2.0252
H -2.1420 1.6388 -1.3749
H -1.5528 1.2402 -2.8046
*
```



No. 6
C8H16NO2 | ωB97M-V with the def2-TZVPD basis set

Its energy above the lowest of the compared OMol25 structures with the same formula, charge and spin is 117.94 kcal/mol. The calculation puts the orbital gap at 8.81 eV. The LUMO energy is -5.3 eV. Its HOMO energy is -14.1 eV. The maximum force is 6.40 eV/A. For the electronic energy, the calculation gives -519.21252 hartree.

```
! RIJCOSX wB97M-V def2-TZVPD def2/J DEFGRID3
* xyz 1 1
C 0.6503 -0.6934 0.1738
C 1.8050 -2.6042 0.6230
C 2.4985 -1.2819 1.1965
C 0.2792 2.2066 -1.0166
C -2.1884 2.0206 -1.1272
C -1.2219 1.9294 1.1681
C -0.4633 -2.8094 -0.5237
C -0.9434 1.5227 -0.3183
N 0.5672 -1.9613 0.0994
O 1.6491 -0.1909 0.7042
O -0.9951 0.2384 -0.5010
H 2.3456 -3.1599 -0.2256
H 1.5840 -3.3960 1.3907
H 2.4946 -1.2678 2.3699
H 3.6112 -1.1139 0.8519
H 0.5893 3.2036 -0.6522
H 1.1067 1.5148 -0.7969
H 0.1875 2.2409 -2.2374
H -2.2209 3.0274 -1.1667
H -3.2100 1.7195 -0.5991
H -2.2081 1.6714 -2.1029
H -0.3150 1.6056 1.8527
H -1.4097 2.9609 1.3255
H -2.1770 1.3125 1.6163
H -0.6517 -3.6970 0.0359
H -0.1048 -3.0852 -1.5099
H -1.2589 -1.9131 -0.6303
*
```